Record 1
Entry from the OMol25 dataset: C39H40Cl2CuN4O6S as an isolated structure (wB97M-V/def2-TZVPD).

Calculated values
E   -139859.8687 eV
LUMO (spin up / spin down)   -0.743 / -0.831 eV
Energy relative to the best compared isomer or geometry (same formula, charge and spin)   0.0 kcal per mole
Gap between HOMO and LUMO (spin up / spin down)   7.36 / 7.27 eV

Structure (ORCA input):
```
! RIJCOSX wB97M-V def2-TZVPD def2/J DEFGRID3
* xyz 0 2
Cu -1.0538 -0.3521 -0.0901
O 2.4942 -3.7478 -4.7952
C 2.2355 -2.5357 -4.8985
O 2.4546 -1.7169 -5.8022
C 1.3193 -2.0003 -3.7659
C 0.9223 -0.6700 -3.7446
C 0.2049 -0.2096 -2.6567
N -0.0676 -1.0133 -1.6352
C 0.2503 -2.3090 -1.6603
C 0.9280 -2.8467 -2.7333
C -0.2216 -3.0417 -0.4607
C 0.0573 -4.3714 -0.1946
C -0.4501 -4.9346 0.9642
C -1.2142 -4.1619 1.8255
C -1.4453 -2.8388 1.4971
N -0.9683 -2.3055 0.3763
C -0.3867 1.1408 -2.4979
C -0.0981 2.2080 -3.3296
C -0.7527 3.4106 -3.1160
C -1.6697 3.5103 -2.0832
C -1.8868 2.4022 -1.2831
N -1.2660 1.2444 -1.4865
H 1.2084 -0.0513 -4.5849
H 1.2096 -3.8889 -2.8139
H 0.6639 -4.9464 -0.8793
H -0.2449 -5.9716 1.1955
H -1.6173 -4.5696 2.7414
H -2.0199 -2.1697 2.1243
H 0.6275 2.0952 -4.1221
H -0.5470 4.2613 -3.7523
H -2.2055 4.4269 -1.8812
H -2.5829 2.4405 -0.4573
C 5.5982 0.8324 0.1492
C 5.7865 -0.6609 0.3955
C 4.5003 -1.4008 0.7419
S 3.2113 -1.5746 -0.5218
O 2.7756 -0.2015 -0.9296
C 4.2035 -2.2824 -1.8789
C 4.7000 -1.2648 -2.8955
C 5.3529 -1.9633 -4.0839
H 6.5566 1.3126 -0.0514
H 5.1595 1.3149 1.0250
H 4.9287 1.0133 -0.6898
H 6.4783 -0.8109 1.2300
H 6.2634 -1.1315 -0.4672
H 3.9746 -0.9059 1.5591
H 4.7025 -2.4260 1.0659
H 3.5546 -3.0068 -2.3763
H 5.0216 -2.8411 -1.4159
H 5.3992 -0.5713 -2.4247
H 3.8544 -0.6642 -3.2353
H 6.2183 -2.5520 -3.7723
H 5.6844 -1.2312 -4.8207
H 4.6415 -2.6199 -4.5878
C 1.2461 -0.2620 4.3252
C 1.3505 -0.0806 2.8311
C 2.0575 1.1513 2.3381
O 0.8816 -0.9046 2.0731
H 1.1553 0.6934 4.8417
H 2.1665 -0.7370 4.6757
H 0.4079 -0.9122 4.5667
H 2.9940 1.2997 2.8825
H 1.4184 2.0134 2.5350
H 2.2280 1.0835 1.2654
Cl -5.5712 1.8545 -0.5764
C -5.3782 0.5797 0.5866
C -5.3263 -0.7180 0.1111
C -5.2639 -1.7808 0.9949
C -5.2614 -1.5322 2.3568
C -5.2830 -0.2282 2.8113
Cl -5.2601 0.0442 4.5344
C -5.3192 0.8785 1.9527
N -5.3836 2.1778 2.4497
C -4.5228 3.2437 2.0071
C -5.1382 4.3669 1.4626
C -4.3954 5.4511 1.0347
C -3.0116 5.4188 1.1489
C -2.3952 4.3161 1.7120
C -3.1326 3.2197 2.1626
C -2.3820 2.0777 2.8129
C -1.6354 1.2677 1.7674
O -0.5660 1.6615 1.2937
O -2.2008 0.1852 1.3637
H -5.3629 -0.8811 -0.9574
H -5.2384 -2.7965 0.6242
H -5.2374 -2.3394 3.0760
H -5.5483 2.1994 3.4457
H -6.2155 4.3542 1.3642
H -4.8914 6.3143 0.6106
H -2.4153 6.2589 0.8162
H -1.3168 4.2876 1.8127
H -3.0525 1.4298 3.3720
H -1.6437 2.4928 3.4996
*
```

Record 2
Entry from the OMol25 dataset: one molecule with the formula C5H6N2O4 (wB97M-V/def2-TZVPD).

Calculated values
E   -16444.2838 eV
LUMO   -0.378 eV
Energy relative to the best compared isomer or geometry (same formula, charge and spin)   192.5 kcal per mole
Gap between HOMO and LUMO   10.46 eV

Structure (ORCA input):
```
! RIJCOSX wB97M-V def2-TZVPD def2/J DEFGRID3
* xyz 0 1
C 1.4100 -0.9412 -1.4664
C 1.0526 1.4392 1.4090
C 0.1342 -0.6944 -1.2305
C 0.6125 0.2565 1.1565
C -0.4247 -0.0842 0.0453
N -1.4855 -1.2895 0.4234
N -1.1533 1.1769 -0.2677
O -2.2279 -1.6694 -0.4792
O -1.3121 -1.7328 1.5445
O -2.0218 1.5032 0.4834
O -0.7775 1.7623 -1.2234
H 1.4840 -1.4720 -2.4611
H 2.1473 -0.6051 -0.7783
H 1.8464 1.5951 2.0726
H 0.6518 2.3258 0.9879
H -0.7495 -0.9041 -1.8829
H 0.8135 -0.6664 1.6669
*
```

Record 3
Entry from the OMol25 dataset: a 2-piece molecular cluster, C3H7I2N2O overall (wB97M-V/def2-TZVPD).

Calculated values
E   -24443.5450 eV
LUMO (spin up / spin down)   -4.462 / -4.467 eV
Energy relative to the best compared isomer or geometry (same formula, charge and spin)   72.0 kcal per mole
Gap between HOMO and LUMO (spin up / spin down)   7.31 / 7.30 eV

Structure (ORCA input):
```
! RIJCOSX wB97M-V def2-TZVPD def2/J DEFGRID3
* xyz 1 1
C -1.5881 1.0092 -0.2172
C 1.3674 -0.9136 -0.6704
C 0.3147 -0.7292 0.3022
N -2.3619 0.7452 -1.1991
N 0.8743 0.2188 1.3578
O -1.3034 1.6358 0.7093
I 1.6501 0.9801 -1.8126
I -0.4891 -2.4957 1.2047
H 1.2998 -1.5954 -1.5579
H 2.2508 -1.1790 -0.1989
H -1.8925 0.1925 -1.8864
H -3.3447 0.8432 -1.0861
H 1.3891 0.9122 0.8452
H 1.6291 -0.1215 2.0628
H 0.2044 0.4973 2.1465
*
```